No. 1
{"formula": "C22H39N3O2SSi4Ti", "method": "the ωB97M-V functional and the def2-TZVPD basis", "s2": 0.755, "spin_multiplicity": 2, "de_lowest_kj_mol": 0.00, "orbital_gap_ev": [6.9, 6.9], "charge": -1, "symbols": ["Ti", "C", "C", "O", "C", "C", "C", "N", "N", "C", "O", "C", "C", "C", "C", "C", "C", "H", "H", "H", "H", "H", "H", "H", "H", "H", "H", "H", "H", "S", "C", "N", "C", "Si", "C", "C", "Si", "Si", "C", "C", "C", "Si", "C", "C", "C", "H", "H", "H", "H", "H", "H", "H", "H", "H", "H", "H", "H", "H", "H", "H", "H", "H", "H", "H", "H", "H", "H", "H", "H", "H", "H", "H"], "positions_angstrom": [[0.5297, -0.5791, -0.2285], [2.6025, -4.2046, -0.3761], [2.4641, -2.7208, -0.2357], [1.2794, -2.2564, -0.5596], [3.4992, -1.9237, 0.1581], [3.4909, -0.4649, 0.1465], [4.6654, 0.2955, 0.6781], [2.4611, 0.1368, -0.3309], [2.4862, 1.5363, -0.4649], [1.3211, 1.9199, -0.8695], [0.3056, 1.1126, -1.0730], [1.1030, 3.3628, -1.1940], [2.0328, 4.3208, -0.8062], [1.8237, 5.6558, -1.1190], [0.6845, 6.0380, -1.8178], [-0.2467, 5.0839, -2.1968], [-0.0400, 3.7449, -1.8800], [2.7803, -4.4487, -1.4262], [1.6757, -4.6905, -0.0713], [3.4308, -4.5915, 0.2166], [4.4163, -2.4103, 0.4613], [5.3565, -0.3734, 1.1879], [4.3145, 1.0634, 1.3676], [5.1909, 0.8121, -0.1270], [2.9053, 4.0065, -0.2494], [2.5444, 6.4020, -0.8084], [0.5202, 7.0810, -2.0603], [-1.1410, 5.3783, -2.7318], [-0.7628, 2.9898, -2.1572], [1.1341, 2.2169, 3.3806], [0.8189, 0.9431, 2.4161], [0.5907, 0.0222, 1.7227], [-3.8552, 1.2711, 1.4736], [-3.8402, 0.1834, -0.0550], [-5.5412, -0.6049, -0.1151], [-3.7013, 1.3327, -1.5344], [-2.0301, -1.2544, -0.0473], [-2.3218, -2.6564, 1.7733], [-2.2224, -1.7007, 3.3831], [-0.9151, -3.9066, 1.8483], [-3.9178, -3.6526, 1.8328], [-2.3262, -2.5711, -1.9504], [-1.6453, -4.3100, -1.7535], [-4.0353, -2.7395, -2.7114], [-1.3115, -1.7753, -3.3303], [-4.6332, 2.0374, 1.3807], [-2.8924, 1.7674, 1.6244], [-4.0647, 0.6825, 2.3708], [-6.3004, 0.1850, -0.0797], [-5.7002, -1.2668, 0.7393], [-5.6962, -1.1917, -1.0178], [-4.4275, 2.1499, -1.4632], [-3.8807, 0.7946, -2.4712], [-2.6968, 1.7613, -1.5870], [-1.2692, -1.1734, 3.4654], [-2.3089, -2.4072, 4.2172], [-3.0165, -0.9569, 3.4811], [0.0506, -3.3937, 1.8235], [-0.9414, -4.6034, 1.0059], [-0.9738, -4.4797, 2.7807], [-4.7930, -3.0034, 1.7498], [-3.9770, -4.1825, 2.7906], [-3.9777, -4.3875, 1.0243], [-2.1054, -4.8435, -0.9170], [-0.5686, -4.2627, -1.5632], [-1.8208, -4.8850, -2.6692], [-4.7335, -3.2755, -2.0616], [-3.9454, -3.2882, -3.6561], [-4.4698, -1.7614, -2.9288], [-0.2540, -1.6959, -3.0651], [-1.6639, -0.7593, -3.5329], [-1.3741, -2.3567, -4.2582]], "forces_ev_per_angstrom": [[-1.6, -0.3, 0.7], [0.1, -0.1, 0.1], [0.1, 0.3, 0.0], [0.5, -0.9, -0.3], [0.0, 0.3, 0.1], [0.3, -0.7, 0.0], [0.1, 0.0, -0.1], [0.3, 0.9, -0.1], [0.4, -0.5, 0.1], [-0.3, 0.6, -0.4], [0.1, 0.8, -0.4], [0.1, -0.4, 0.3], [0.1, 0.2, 0.0], [0.0, -0.1, 0.0], [0.0, 0.0, 0.0], [0.0, -0.2, 0.0], [-0.1, 0.2, -0.1], [0.0, 0.0, 0.0], [0.0, 0.0, 0.0], [0.0, 0.0, 0.0], [0.0, 0.0, 0.0], [0.0, 0.0, 0.0], [0.0, 0.0, 0.0], [0.0, 0.0, 0.0], [0.0, 0.0, 0.0], [0.0, 0.0, 0.0], [0.0, 0.0, 0.0], [0.0, 0.0, 0.0], [0.0, 0.0, 0.0], [-0.1, -0.4, -0.3], [0.1, 0.4, 0.4], [0.1, 0.0, 0.1], [0.0, 0.1, 0.2], [0.3, 0.1, 0.0], [-0.2, 0.0, 0.1], [0.0, 0.1, -0.2], [-0.2, -0.3, -0.2], [0.1, 0.0, -0.2], [0.0, 0.0, 0.2], [0.1, -0.1, 0.0], [-0.2, -0.1, 0.0], [0.2, 0.3, 0.1], [0.1, -0.2, 0.1], [-0.3, -0.1, 0.0], [0.1, 0.0, -0.2], [0.0, 0.0, 0.0], [0.0, 0.0, 0.0], [0.0, 0.1, 0.0], [0.0, -0.1, 0.0], [0.0, 0.1, 0.0], [0.0, 0.0, -0.1], [0.0, 0.0, -0.1], [0.0, 0.0, 0.0], [0.0, 0.0, 0.0], [0.0, 0.0, 0.0], [0.0, 0.1, 0.0], [0.0, -0.1, 0.0], [0.0, 0.0, 0.0], [0.0, 0.0, 0.1], [0.0, 0.0, -0.1], [0.0, 0.0, 0.0], [-0.1, 0.0, -0.1], [0.0, 0.0, 0.0], [0.0, 0.0, -0.1], [0.0, 0.0, 0.0], [0.1, 0.0, 0.0], [0.0, 0.0, 0.0], [-0.1, 0.0, 0.0], [0.0, 0.0, 0.0], [0.0, 0.0, 0.0], [0.0, 0.0, 0.0], [0.0, 0.1, 0.0]]}



No. 2
{"formula": "C22H39NO2", "method": "the ωB97M-V functional and the def2-TZVPD basis", "spin_multiplicity": 1, "de_lowest_kj_mol": 15.58, "smiles": "C[C@]12CCCC[C@@H]1CC[C@H]1[C@H]3CC[C@@](O)(CNCCO)[C@@]3(C)CC[C@@H]12", "orbital_gap_ev": 9.3, "symbols": ["C", "C", "C", "C", "C", "C", "C", "C", "C", "C", "C", "C", "C", "C", "O", "C", "N", "C", "C", "O", "C", "C", "C", "C", "C", "H", "H", "H", "H", "H", "H", "H", "H", "H", "H", "H", "H", "H", "H", "H", "H", "H", "H", "H", "H", "H", "H", "H", "H", "H", "H", "H", "H", "H", "H", "H", "H", "H", "H", "H", "H", "H", "H", "H"], "positions_angstrom": [[-3.6580, -0.6098, -1.7120], [-3.3632, -0.4294, -0.2190], [-3.9600, -1.6178, 0.5601], [-5.4862, -1.6508, 0.5187], [-6.0752, -0.3576, 1.0684], [-5.5233, 0.8424, 0.3073], [-3.9951, 0.8561, 0.3606], [-3.4161, 2.1072, -0.2945], [-1.9207, 2.1808, -0.0151], [-1.2039, 0.9287, -0.5211], [0.2969, 1.0171, -0.2180], [0.6653, 1.1912, 1.2624], [2.0918, 0.6438, 1.4021], [2.4764, 0.0552, 0.0355], [3.1731, 1.0834, -0.6555], [3.3781, -1.1885, 0.1682], [4.3918, -1.0268, 1.1978], [5.4528, -0.0747, 0.9393], [6.4546, -0.4849, -0.1549], [7.5228, 0.4253, -0.2637], [1.1053, -0.2151, -0.6691], [1.2574, -0.2888, -2.1899], [0.4248, -1.4873, -0.1490], [-1.0612, -1.5543, -0.5015], [-1.8334, -0.3523, 0.0450], [-3.4290, -1.6280, -2.0184], [-4.7053, -0.4279, -1.9301], [-3.0709, 0.0692, -2.3225], [-3.5813, -2.5578, 0.1558], [-3.6409, -1.5527, 1.6037], [-5.8272, -1.8020, -0.5064], [-5.8412, -2.4984, 1.1100], [-7.1648, -0.3807, 0.9955], [-5.8136, -0.2633, 2.1254], [-5.8719, 0.8202, -0.7262], [-5.9003, 1.7654, 0.7549], [-3.7173, 0.8897, 1.4222], [-3.6028, 2.0936, -1.3690], [-3.9089, 2.9932, 0.1136], [-1.7704, 2.2770, 1.0616], [-1.4895, 3.0641, -0.4920], [-1.3040, 0.9059, -1.6112], [0.6949, 1.8834, -0.7580], [0.6158, 2.2385, 1.5547], [-0.0182, 0.6340, 1.9009], [2.7995, 1.4324, 1.6470], [2.1686, -0.1224, 2.1698], [3.4444, 0.7432, -1.5151], [3.8028, -1.4218, -0.8252], [2.7709, -2.0386, 0.4768], [4.7991, -1.9314, 1.4134], [6.0044, 0.0602, 1.8749], [4.9924, 0.8779, 0.6697], [5.9425, -0.5825, -1.1244], [6.9105, -1.4487, 0.0912], [7.1572, 1.3091, -0.3841], [0.3066, -0.5262, -2.6573], [1.5923, 0.6633, -2.5967], [1.9682, -1.0669, -2.4666], [0.5283, -1.5361, 0.9351], [0.9137, -2.3660, -0.5764], [-1.1777, -1.6050, -1.5837], [-1.4614, -2.4791, -0.0837], [-1.7087, -0.3418, 1.1333]], "forces_ev_per_angstrom": [[0.0, 0.1, 0.2], [0.1, -0.1, 0.4], [-0.1, 0.0, -0.2], [0.1, 0.0, 0.3], [-0.1, 0.0, -0.3], [0.1, -0.1, 0.3], [-0.2, 0.2, -0.4], [0.1, -0.1, 0.4], [-0.1, -0.1, -0.4], [0.1, 0.2, 0.3], [-0.1, -0.1, -0.1], [0.0, 0.1, -0.1], [0.0, 0.0, -0.2], [-0.3, -0.8, 0.3], [0.2, 0.4, -0.3], [-0.1, 0.3, -0.1], [0.1, -0.4, 0.0], [0.4, 0.0, 0.0], [-0.5, -0.1, 0.1], [0.3, 0.4, 0.0], [0.2, 0.2, -0.1], [-0.1, 0.0, 0.3], [-0.1, 0.1, -0.2], [0.1, 0.1, 0.3], [0.0, -0.1, -0.4], [0.0, -0.1, -0.1], [-0.1, 0.0, -0.1], [0.0, 0.1, -0.1], [0.1, 0.0, 0.0], [0.1, 0.0, 0.1], [-0.1, -0.1, -0.1], [0.0, 0.0, -0.1], [0.0, 0.0, 0.1], [0.0, 0.0, 0.1], [0.0, 0.1, -0.1], [0.0, 0.1, -0.1], [0.0, 0.0, 0.1], [-0.1, 0.0, -0.1], [-0.1, 0.0, -0.1], [0.0, 0.0, 0.1], [0.1, 0.1, 0.1], [0.0, 0.0, -0.1], [0.0, 0.0, 0.0], [-0.1, 0.0, 0.1], [-0.1, 0.0, 0.1], [0.1, 0.0, 0.1], [0.0, 0.0, 0.1], [0.0, 0.0, 0.0], [-0.1, 0.0, 0.0], [0.0, 0.0, -0.1], [-0.1, 0.1, 0.0], [0.1, 0.1, -0.1], [0.2, 0.0, 0.1], [0.0, -0.1, 0.1], [-0.1, 0.0, 0.0], [0.1, -0.1, 0.0], [-0.1, 0.0, -0.1], [0.0, 0.1, -0.1], [0.1, -0.1, -0.1], [0.0, -0.1, 0.2], [0.1, 0.0, 0.1], [-0.1, -0.1, -0.1], [0.0, -0.1, -0.1], [0.0, 0.0, 0.1]]}



No. 3
{"formula": "C22H39NO9S2", "method": "the ωB97M-V functional and the def2-TZVPD basis", "spin_multiplicity": 1, "smiles": "C=CCN(CCOCC)C(=O)OCc1cccc(C)c1.CCOS(C)(=O)=O.CCOS(C)(=O)=O", "orbital_gap_ev": 8.2, "symbols": ["C", "C", "C", "N", "C", "C", "O", "C", "C", "C", "O", "O", "C", "C", "C", "C", "C", "C", "C", "C", "H", "H", "H", "H", "H", "H", "H", "H", "H", "H", "H", "H", "H", "H", "H", "H", "H", "H", "H", "H", "H", "H", "H", "C", "C", "O", "S", "C", "O", "O", "H", "H", "H", "H", "H", "H", "H", "H", "C", "C", "O", "S", "C", "O", "O", "H", "H", "H", "H", "H", "H", "H", "H"], "positions_angstrom": [[2.0591, 4.6968, 3.1921], [2.7941, 4.3226, 2.1009], [2.5274, 3.1420, 1.1858], [1.1827, 3.0546, 0.5717], [1.2605, 2.5760, -0.8179], [1.9449, 3.6144, -1.7252], [3.2772, 3.2488, -2.0643], [3.3301, 2.2540, -3.0715], [3.9048, 0.9347, -2.5556], [0.3036, 2.2444, 1.2822], [-0.1466, 1.2157, 0.8439], [-0.0647, 2.6878, 2.4980], [-0.1428, 1.6363, 3.4801], [1.1924, 0.9672, 3.6712], [2.1542, 1.5361, 4.5086], [3.3918, 0.9276, 4.6292], [3.6979, -0.2367, 3.9298], [2.7499, -0.8262, 3.1014], [3.0051, -2.0705, 2.2918], [1.5047, -0.2086, 2.9902], [1.0424, 5.0589, 3.0934], [2.5055, 4.6460, 4.1820], [3.6837, 4.9085, 1.8688], [3.2903, 3.2112, 0.4130], [2.7806, 2.2501, 1.7666], [1.8306, 1.6470, -0.8217], [0.2696, 2.4046, -1.2216], [1.3600, 3.7161, -2.6415], [1.9820, 4.5803, -1.2259], [4.0113, 2.6153, -3.8474], [2.3741, 2.0829, -3.5687], [3.0872, 0.2934, -2.2276], [4.5645, 1.1106, -1.7076], [4.4777, 0.4221, -3.3247], [-0.4054, 2.1093, 4.4234], [-0.9336, 0.9276, 3.2463], [1.9054, 2.4491, 5.0313], [4.1270, 1.4026, 5.2650], [4.6822, -0.6775, 4.0187], [2.7443, -1.8400, 1.2569], [2.3294, -2.8654, 2.6003], [4.0491, -2.3691, 2.2863], [0.7357, -0.6142, 2.3451], [-1.6908, -0.2799, -6.2528], [-1.5800, 0.5476, -4.9871], [-1.8808, -0.2078, -3.7983], [-0.7998, -1.2642, -3.2912], [-1.5186, -1.5961, -1.7230], [0.4499, -0.5868, -3.1126], [-0.8763, -2.4396, -4.1028], [-0.9380, -1.0658, -6.2803], [-1.5511, 0.3536, -7.1294], [-2.6670, -0.7610, -6.3109], [-0.5910, 1.0011, -4.8950], [-2.3072, 1.3572, -5.0115], [-1.4811, -0.6934, -1.1173], [-0.9319, -2.3855, -1.2606], [-2.5403, -1.9322, -1.8664], [-6.9997, -3.7585, -0.2971], [-6.1706, -3.2210, 0.8524], [-5.2147, -4.1830, 1.3491], [-3.9297, -4.4827, 0.4650], [-3.0381, -5.4045, 1.6689], [-3.2521, -3.2470, 0.2059], [-4.2855, -5.3520, -0.6113], [-6.3854, -3.9494, -1.1756], [-7.7694, -3.0375, -0.5732], [-7.4741, -4.6997, -0.0200], [-5.6550, -2.3002, 0.5749], [-6.8165, -2.9889, 1.6966], [-2.7869, -4.7530, 2.5012], [-2.1349, -5.7686, 1.1841], [-3.6518, -6.2403, 1.9933]], "forces_ev_per_angstrom": [[0.2, 0.1, -0.7], [-0.5, 0.1, 0.5], [-0.4, 2.0, -0.5], [-0.3, -0.6, 0.0], [0.5, 0.7, -0.2], [0.2, -0.5, 0.2], [-0.6, 0.2, 0.0], [1.2, -0.3, -0.5], [-0.5, 0.0, 0.2], [-0.4, -0.3, -0.2], [-0.3, -0.4, -0.3], [0.8, 0.3, 0.3], [0.0, -0.1, 0.5], [0.2, -0.4, -0.1], [-0.3, -0.3, -0.3], [0.1, 0.3, 0.1], [-0.1, 0.1, -0.1], [-0.1, 0.1, 0.0], [-0.2, 0.6, -0.4], [-0.3, 0.3, 0.2], [-0.7, -1.7, 0.4], [0.5, 1.9, -0.1], [1.2, -1.3, 1.0], [-0.3, -0.2, -0.4], [-0.2, -0.1, 0.1], [-0.1, -0.2, -0.3], [-0.2, -0.2, 0.3], [0.0, 0.1, 0.0], [0.0, 0.1, 0.0], [0.0, 0.2, 0.0], [-0.2, 0.1, 0.2], [0.1, -0.2, 0.1], [0.1, 0.1, 0.0], [-0.1, -0.1, -0.1], [-0.1, 0.3, -0.1], [0.0, 0.0, -0.3], [0.1, 0.0, 0.1], [0.1, -0.1, 0.0], [0.0, 0.0, 0.0], [0.0, -0.1, -0.1], [0.2, -0.2, 0.1], [0.0, -0.2, 0.3], [0.1, -0.2, -0.1], [0.1, -0.2, 0.1], [0.1, 0.2, -0.5], [-0.1, 0.0, 0.1], [-0.5, 0.0, 0.5], [-0.1, 0.2, 0.0], [0.3, 0.0, -0.2], [0.2, 0.0, -0.1], [0.0, 0.0, 0.0], [0.0, 0.1, 0.0], [0.0, 0.1, 0.0], [0.0, -0.1, 0.1], [-0.1, -0.1, 0.2], [0.0, 0.0, 0.0], [0.0, 0.0, -0.1], [0.0, 0.0, 0.0], [0.2, -0.2, -0.1], [-0.4, 0.4, -0.3], [0.0, -0.1, 0.1], [-0.1, -0.2, 0.4], [0.0, 0.0, 0.1], [0.0, 0.0, -0.2], [0.1, 0.1, -0.2], [0.0, 0.0, 0.0], [0.0, 0.0, 0.1], [-0.1, 0.0, 0.0], [0.2, -0.1, 0.0], [0.2, -0.1, 0.2], [0.0, 0.0, 0.0], [0.0, 0.0, -0.1], [0.0, 0.0, 0.0]]}



No. 4
{"formula": "C22H39ORhSi2", "method": "the ωB97M-V functional and the def2-TZVPD basis", "s2": 6.018, "spin_multiplicity": 5, "de_lowest_kj_mol": 99.53, "orbital_gap_ev": [1.9, 6.3], "charge": -2, "symbols": ["Rh", "C", "C", "C", "H", "C", "C", "H", "H", "H", "H", "C", "C", "C", "H", "C", "C", "H", "H", "H", "H", "O", "C", "C", "C", "C", "C", "H", "H", "H", "H", "H", "H", "H", "H", "H", "H", "C", "Si", "C", "C", "C", "Si", "C", "C", "C", "H", "H", "H", "H", "H", "H", "H", "H", "H", "H", "H", "H", "H", "H", "H", "H", "H", "H", "H"], "positions_angstrom": [[-0.0305, 1.1882, 0.0811], [2.2939, 1.3332, 1.0305], [2.7260, 0.4841, -0.0486], [2.6845, 1.2504, -1.2438], [3.0208, -0.5605, 0.0252], [2.1337, 2.5300, -0.9523], [1.9180, 2.5985, 0.4680], [1.6541, 3.4681, 1.0615], [2.4323, 1.1558, 2.0758], [3.1774, 0.9650, -2.1710], [1.9947, 3.3271, -1.6757], [-1.9135, 1.4092, 0.7402], [-1.1300, 2.5616, 1.0870], [-0.6635, 3.1613, -0.1196], [-0.9067, 2.8951, 2.0800], [-1.1550, 2.4123, -1.2071], [-1.8872, 1.2933, -0.6985], [-2.2885, 0.4820, -1.2974], [-2.3261, 0.6687, 1.4255], [0.0071, 4.0028, -0.2357], [-1.0436, 2.6696, -2.2565], [0.2922, 0.1377, -2.4433], [0.2287, 0.5049, -3.8489], [0.9503, -0.7848, -4.3020], [0.9826, 1.7710, -4.1431], [-1.2251, 0.5749, -4.2890], [0.9339, -1.1196, -2.8246], [1.9526, -0.6294, -4.6966], [0.3277, -1.4327, -4.9235], [0.2587, -1.9389, -2.5693], [1.9165, -1.2033, -2.3337], [0.9440, 1.9654, -5.2222], [2.0221, 1.6653, -3.8371], [0.5263, 2.6071, -3.6081], [-1.2792, 0.3738, -5.3684], [-1.6190, 1.5814, -4.0948], [-1.8290, -0.1724, -3.7545], [1.4801, -1.4623, 3.9248], [0.1307, -0.3673, 3.1729], [-1.5911, -0.6687, 3.9045], [0.4972, 1.3306, 3.9136], [0.1040, -0.7491, 1.2718], [-1.0146, -2.2413, 0.9007], [-2.8593, -1.8602, 0.9839], [-0.8676, -3.1036, -0.7759], [-0.5494, -3.6105, 2.1368], [1.4708, -1.3734, 5.0222], [2.4850, -1.1509, 3.5936], [1.3788, -2.5268, 3.6799], [-1.5108, -0.4931, 4.9879], [-2.3338, 0.0529, 3.5279], [-2.0155, -1.6721, 3.7770], [1.4629, 1.7596, 3.6242], [-0.2722, 2.0877, 3.7268], [0.5360, 1.1875, 5.0074], [1.1186, -1.0979, 1.0292], [-3.1811, -1.2047, 0.1597], [-3.3794, -2.8212, 0.8544], [-3.2297, -1.4279, 1.9217], [0.1681, -3.3290, -1.0834], [-1.3750, -4.0763, -0.6781], [-1.3681, -2.5799, -1.6080], [0.5029, -3.9144, 2.0147], [-0.7005, -3.3962, 3.2038], [-1.1681, -4.4877, 1.8963]], "forces_ev_per_angstrom": [[5.9, -3.1, 1.6], [-0.8, 1.6, -1.1], [0.3, 1.0, -1.2], [0.6, 0.0, 0.7], [0.1, 0.3, 0.0], [1.0, -1.1, -0.2], [0.7, -1.8, 0.9], [0.0, -0.2, -0.2], [-0.2, -0.3, 0.2], [-0.7, -0.1, 0.1], [-0.1, -0.1, 0.2], [-0.6, 0.3, 0.5], [-1.9, 1.4, 1.1], [-0.8, 0.8, 0.2], [-0.1, 0.2, 0.1], [-1.6, 0.1, -1.4], [-1.4, 0.2, -1.0], [-0.1, 0.3, 0.1], [0.0, 0.5, -0.3], [-0.4, 0.0, 0.2], [0.2, -0.2, 0.4], [0.6, -0.8, -0.7], [-0.4, 0.0, -0.4], [-0.3, 0.4, 0.3], [0.0, 0.1, -0.3], [0.1, 0.1, -0.3], [-0.2, -0.1, 0.9], [-0.1, 0.0, -0.3], [0.3, 0.1, -0.1], [0.5, 0.1, 0.0], [-0.4, -0.2, -0.1], [0.0, 0.0, 0.2], [0.0, 0.1, -0.1], [0.1, 0.1, -0.1], [-0.1, 0.1, 0.2], [-0.2, -0.2, -0.1], [0.2, 0.1, -0.2], [0.0, -0.2, 0.4], [-0.1, -0.1, -1.0], [-0.1, -0.3, 0.5], [0.2, 0.2, 0.0], [-0.4, 0.1, 0.1], [0.7, 1.0, 0.2], [-0.4, -0.2, 0.1], [0.1, -0.3, -0.2], [-0.3, -0.5, 0.0], [0.0, 0.0, -0.2], [-0.3, 0.0, 0.0], [0.0, 0.2, 0.0], [-0.1, 0.0, -0.2], [0.3, -0.1, 0.1], [0.1, 0.2, 0.0], [-0.2, 0.0, 0.1], [0.1, -0.2, 0.1], [0.0, 0.0, -0.3], [-0.2, -0.1, 0.1], [0.2, -0.2, 0.2], [0.0, 0.2, 0.0], [0.2, -0.1, -0.2], [-0.4, 0.1, 0.2], [0.0, 0.1, 0.0], [0.2, 0.0, 0.4], [-0.3, 0.1, -0.1], [0.0, 0.1, -0.3], [0.1, 0.0, 0.1]]}